[1]
Molecular formula: C26H32B2BrF4N6O6SV
Method: DFT, wB97M-V/def2-TZVPD

Calculated values
Energy above the lowest of the compared OMol25 structures with the same formula, charge and spin (eV): 1.058
HOMO energy (spin up / spin down) (eV): -10.59 / -10.59
Charge: +1
Orbital gap (spin up / spin down) (eV): 5.0 / 5.5
2S+1: 2
E_LUMO (spin up / spin down) (eV): -5.64 / -5.10

Last column: Mulliken spin population.
Element x y z (Å)
V: 1.2599 0.3193 0.0641  0.949
C: 1.8695 0.0346 -4.3351  0.001
C: 1.4819 -0.0416 -2.9099  0.034
N: 1.6570 0.8768 -2.0220  -0.036
O: 2.2993 1.9801 -2.4213  -0.005
B: 2.0057 3.2604 -1.6711  0.002
F: 3.0300 4.1065 -1.9482  0.000
F: 0.7568 3.7256 -1.9551  0.000
O: 2.0174 2.9548 -0.1336  -0.012
N: 2.5385 1.7578 0.1552  -0.040
C: 3.7413 1.5275 0.5074  0.019
C: 4.7708 2.5699 0.7020  -0.005
C: 3.9924 0.0494 0.6516  0.047
N: 2.9681 -0.6497 0.3190  -0.040
O: 3.0577 -1.9777 0.3015  -0.011
B: 1.8055 -2.8737 0.2810  0.003
F: 2.0217 -3.7856 -0.7084  0.000
F: 1.5625 -3.3982 1.5057  0.000
O: 0.5431 -2.0194 -0.0626  -0.015
N: 0.7959 -1.1081 -1.0355  -0.067
C: 0.9265 -1.2851 -2.2994  0.050
C: 0.6329 -2.5391 -3.0111  -0.002
C: 5.2770 -0.5283 1.1057  -0.004
H: 2.1830 1.0403 -4.5929  0.000
H: 2.6926 -0.6569 -4.5345  0.001
H: 1.0256 -0.2646 -4.9580  0.001
H: 4.3632 3.5524 0.4838  0.000
H: 5.1286 2.5345 1.7338  0.001
H: 5.6201 2.3804 0.0425  0.000
H: -0.1338 -3.1011 -2.4813  0.001
H: 0.3228 -2.3211 -4.0304  0.000
H: 1.5337 -3.1591 -3.0280  0.004
H: 6.1103 0.1201 0.8427  0.001
H: 5.2503 -0.6281 2.1955  0.004
H: 5.4237 -1.5185 0.6833  0.001
O: 0.2089 -2.5551 4.6326  0.000
C: 0.6714 -1.3256 5.0651  -0.001
C: 0.8089 -1.1352 6.4273  0.000
C: 1.2385 0.0941 6.9043  0.000
C: 1.5349 1.1276 6.0242  0.001
C: 1.3802 0.9294 4.6603  0.004
C: 0.9337 -0.2916 4.1711  -0.001
C: 0.7298 -0.5688 2.7132  0.010
O: 1.1922 0.4660 1.8835  0.079
N: -0.6765 -0.7957 2.3639  -0.003
N: -1.0881 -0.1232 1.2926  0.001
C: -2.3077 -0.0003 0.9701  0.005
C: -2.6369 0.9392 -0.1046  -0.008
Br: -1.1513 1.9857 -0.6580  0.013
C: -3.8147 1.2568 -0.6159  0.004
C: -5.0879 0.5411 -0.3575  0.000
C: -6.2691 1.2759 -0.3109  0.000
C: -7.4818 0.6491 -0.0710  0.000
C: -7.5282 -0.7266 0.1089  0.000
C: -6.3597 -1.4707 0.0368  0.000
C: -5.1456 -0.8403 -0.1998  0.000
H: 0.6322 -2.8106 3.8026  0.000
H: 0.5869 -1.9564 7.0961  0.000
H: 1.3505 0.2400 7.9708  0.000
H: 1.8714 2.0836 6.4015  0.000
H: 1.5843 1.7292 3.9595  0.001
H: 1.2878 -1.4801 2.4788  0.000
H: -1.3122 -1.2539 3.0020  0.005
H: -3.1206 -0.4611 1.5273  -0.001
H: -3.8697 2.1172 -1.2733  0.000
H: -6.2343 2.3504 -0.4501  0.000
H: -8.3906 1.2346 -0.0275  0.000
H: -8.4749 -1.2188 0.2881  0.000
H: -6.3936 -2.5461 0.1526  0.000
H: -4.2438 -1.4325 -0.3043  0.000
C: -2.1038 -0.9230 -5.0725  -0.001
S: -1.6426 0.0332 -3.6181  0.010
C: -1.2111 1.5867 -4.4352  0.000
H: -1.2712 -1.0235 -5.7703  0.000
H: -2.9417 -0.4562 -5.5880  0.001
H: -2.4147 -1.9121 -4.7391  0.000
H: -2.0801 1.9953 -4.9491  0.000
H: -0.4046 1.4478 -5.1556  0.000
H: -0.8863 2.2904 -3.6686  0.000

Forces on the atoms, in the same order (eV/Å):
V -2.7 1.1 1.3
C 0.0 -0.1 -0.1
C -0.2 -0.3 0.3
N 0.1 -0.1 -0.1
O 0.0 0.2 0.1
B 0.2 -0.2 0.1
F 0.0 0.0 0.0
F -0.1 0.1 0.0
O 0.0 -0.3 -0.1
N 0.7 0.4 -0.2
C 0.3 -0.5 0.1
C 0.1 0.0 0.0
C 0.1 0.5 -0.1
N 0.4 -0.2 0.0
O -0.1 -0.2 0.1
B 0.1 0.2 -0.4
F 0.0 0.1 0.0
F 0.0 -0.1 0.2
O 0.5 0.1 0.0
N -0.1 -0.9 -0.5
C -0.1 0.4 -0.1
C 0.1 -0.1 -0.1
C 0.1 0.0 0.0
H 0.0 0.0 0.0
H 0.0 0.0 0.0
H 0.0 0.0 0.0
H 0.0 0.0 0.0
H 0.0 0.0 0.0
H 0.0 0.0 0.0
H 0.0 0.0 0.0
H 0.0 0.0 0.0
H 0.0 0.0 0.0
H 0.0 0.0 0.0
H 0.0 0.0 0.0
H 0.0 0.0 0.0
O 0.0 0.2 0.0
C -0.1 -0.3 -0.1
C 0.1 0.1 0.1
C 0.0 0.0 0.0
C 0.0 -0.1 0.0
C -0.1 0.1 -0.1
C -0.1 0.2 0.2
C 0.2 0.2 -0.5
O 0.3 -0.3 0.5
N 0.0 0.2 -0.3
N 0.6 -0.6 0.2
C -0.5 0.3 -0.4
C 0.5 -0.4 0.5
Br 0.4 0.2 -0.2
C -0.8 -0.2 -0.1
C 0.4 0.3 -0.1
C -0.2 0.1 0.0
C 0.1 0.0 0.0
C 0.0 0.0 0.0
C 0.1 0.0 0.0
C 0.0 -0.2 0.0
H 0.0 -0.1 0.0
H 0.0 0.0 0.0
H 0.0 0.0 0.0
H 0.0 0.0 0.0
H 0.0 0.0 0.0
H 0.1 0.0 -0.1
H -0.1 0.2 0.0
H 0.0 0.1 0.0
H 0.0 0.0 0.0
H 0.0 0.0 0.0
H 0.0 0.0 0.0
H 0.0 0.0 0.0
H 0.0 0.0 0.0
H 0.0 0.0 0.0
C -0.1 -0.1 0.0
S 0.0 0.1 -0.1
C 0.0 0.0 0.1
H 0.0 0.0 0.0
H 0.0 0.0 0.0
H 0.0 0.0 0.0
H 0.0 0.0 0.0
H 0.0 0.0 0.0
H 0.0 0.0 0.0

[2]
Molecular formula: C26H32BFIN7O3RuS2
Method: DFT, wB97M-V/def2-TZVPD

Calculated values
Energy above the lowest of the compared OMol25 structures with the same formula, charge and spin (eV): 0.000
HOMO energy (spin up / spin down) (eV): -12.07 / -12.54
Charge: +2
Orbital gap (spin up / spin down) (eV): 7.0 / 6.1
2S+1: 5
E_LUMO (spin up / spin down) (eV): -5.04 / -6.42

Last column: Mulliken spin population.
Element x y z (Å)
Ru: 0.4550 0.1632 -3.3167  2.931
F: 1.9952 1.9378 3.3154  0.000
C: 1.2805 0.8676 2.9124  0.000
C: 1.0521 0.6966 1.5804  0.001
C: 0.2845 -0.3780 1.1181  0.011
C: 0.0538 -0.5608 -0.3166  -0.045
O: 0.5975 0.2534 -1.1125  0.051
C: -0.7410 -1.6842 -0.6740  -0.017
C: -1.2025 -2.5139 0.3125  0.002
N: -1.0021 -2.3429 1.6271  0.001
C: -1.5530 -3.3017 2.5752  0.000
C: -2.6435 -2.8529 3.5044  0.000
C: -2.9518 -3.7834 2.3732  0.000
C: -0.2360 -1.2673 2.0632  0.003
C: 0.0493 -1.0990 3.4210  0.001
C: 0.8002 -0.0319 3.8780  -0.001
N: 1.0751 0.1027 5.2516  0.000
C: 0.0235 -0.1252 6.2338  0.000
C: 0.5783 -1.0145 7.3502  0.000
N: 2.0639 -0.7523 7.4546  0.000
C: 2.3621 0.7043 7.2224  0.000
C: 2.1052 1.0179 5.7419  0.000
C: -1.1789 -2.0669 -2.0625  0.019
O: -1.6916 -3.1459 -2.2546  0.028
O: -1.0357 -1.1582 -2.9988  0.155
H: 1.4595 1.4075 0.8734  0.000
H: -1.7797 -3.3801 0.0184  0.001
H: -0.8224 -4.0126 2.9384  0.000
H: -2.9848 -1.8298 3.4029  0.000
H: -2.6446 -3.2392 4.5159  0.000
H: -3.5172 -3.3867 1.5402  0.000
H: -3.1460 -4.8242 2.5899  0.000
H: -0.3070 -1.8411 4.1213  0.000
H: -0.8342 -0.6115 5.7842  0.000
H: -0.3334 0.8245 6.6448  0.000
H: 0.4543 -2.0744 7.1436  0.000
H: 0.1335 -0.7837 8.3151  0.000
H: 2.5405 -1.2959 6.7360  0.000
H: 2.4188 -1.0656 8.3568  0.000
H: 3.3926 0.9058 7.4973  0.000
H: 1.7100 1.2589 7.8921  0.000
H: 3.0172 0.8648 5.1680  0.000
H: 1.8326 2.0713 5.6610  0.000
C: 1.2551 3.7501 -1.7175  -0.016
N: 1.0861 3.5699 -3.1551  0.048
C: 1.8899 4.0859 -4.1326  0.066
C: 1.3567 3.6914 -5.3200  0.015
N: 0.2386 2.9512 -5.0699  0.049
B: -0.7371 2.5492 -6.2573  -0.002
N: -1.4475 1.1660 -6.0294  0.008
C: -2.7895 0.9766 -6.1900  0.010
C: -3.0329 -0.3616 -6.1552  0.031
N: -1.8284 -0.9783 -5.9661  0.013
C: -1.6112 -2.4248 -5.8797  0.001
C: -0.8699 -0.0338 -5.8834  0.032
S: 0.8177 -0.3378 -5.5948  0.148
C: 0.0708 2.8651 -3.7317  -0.029
S: -1.1806 2.0737 -2.8564  0.332
H: 2.2247 4.2077 -1.5416  0.001
H: 1.1977 2.7853 -1.2205  0.012
H: 0.4721 4.3932 -1.3240  0.001
H: 2.7642 4.6776 -3.9150  0.005
H: 1.6910 3.8843 -6.3264  0.001
H: -1.6069 3.3832 -6.3314  0.007
H: -0.0454 2.4720 -7.2433  0.004
H: -3.4654 1.8046 -6.3247  0.001
H: -3.9530 -0.9135 -6.2521  0.002
H: -2.5627 -2.9183 -6.0503  0.001
H: -1.2510 -2.6828 -4.8909  -0.005
H: -0.8988 -2.7375 -6.6375  0.001
I: 2.9349 -1.3513 -2.6105  0.119
C: 2.4563 0.6372 -3.2170  -0.025
H: 2.9634 0.8397 -4.1509  0.012
H: 2.7316 1.3229 -2.4238  0.016

Forces on the atoms, in the same order (eV/Å):
Ru -0.6 0.2 0.0
F 0.0 0.1 -0.2
C 0.1 0.0 -0.1
C 0.1 0.1 -0.1
C 0.0 0.0 -0.1
C 0.1 0.1 0.1
O -0.1 -0.1 -0.1
C 0.0 0.1 0.0
C 0.0 -0.1 0.2
N -0.1 0.0 0.0
C 0.1 0.1 -0.1
C 0.0 0.1 0.1
C -0.1 -0.1 -0.1
C 0.0 -0.1 -0.1
C -0.1 -0.1 0.1
C 0.0 0.0 0.2
N 0.0 -0.1 0.0
C 0.1 0.1 -0.1
C 0.1 0.1 0.0
N -0.1 0.1 0.0
C 0.0 -0.1 -0.1
C 0.0 -0.1 0.1
C 0.0 0.1 -0.2
O 0.0 0.1 0.0
O 0.2 -0.1 0.2
H 0.0 0.0 0.0
H 0.0 0.0 0.0
H 0.0 0.0 0.0
H 0.0 0.0 0.0
H 0.0 0.0 -0.1
H 0.0 0.0 0.0
H 0.0 0.0 0.0
H 0.0 0.0 0.0
H 0.0 0.0 -0.1
H 0.0 0.0 0.0
H 0.0 0.0 0.0
H 0.0 0.0 0.0
H 0.0 0.0 -0.1
H 0.0 0.0 0.1
H 0.1 0.0 0.0
H 0.0 0.0 0.0
H 0.0 0.0 0.0
H 0.0 0.0 0.0
C 0.0 0.0 -0.2
N -0.1 -0.1 0.3
C 0.0 0.0 0.0
C 0.1 0.0 -0.1
N -0.3 -0.1 0.1
B 0.0 0.1 -0.1
N 0.2 0.2 0.0
C 0.0 0.1 0.0
C 0.0 -0.1 0.0
N 0.1 -0.3 0.0
C -0.1 0.1 0.0
C -0.3 0.0 -0.1
S -0.1 0.1 0.5
C 0.3 0.5 -0.3
S 0.3 -0.4 -0.3
H 0.0 0.0 0.0
H 0.0 -0.1 0.0
H 0.0 0.0 0.0
H -0.1 0.0 0.0
H -0.1 0.0 0.1
H 0.1 -0.1 0.0
H -0.1 0.0 0.1
H 0.1 -0.1 0.0
H 0.1 0.0 0.0
H 0.0 0.0 0.0
H 0.0 0.0 0.1
H 0.0 0.0 0.0
I 0.3 0.0 -0.1
C -0.1 -0.4 0.0
H 0.0 0.1 -0.1
H -0.1 0.0 0.1

[3]
Molecular formula: C26H32BIrN7O6
Method: DFT, wB97M-V/def2-TZVPD

Calculated values
Energy above the lowest of the compared OMol25 structures with the same formula, charge and spin (eV): 3.182
HOMO energy (spin up / spin down) (eV): -2.98 / -4.61
Charge: -1
Orbital gap (spin up / spin down) (eV): 5.2 / 5.4
2S+1: 5
E_LUMO (spin up / spin down) (eV): 2.22 / 0.76

Last column: Mulliken spin population.
Element x y z (Å)
Ir: -0.1349 -1.0159 0.0989  1.050
C: 0.7741 1.8128 -3.4958  -0.002
C: 0.1325 1.0358 -2.2888  0.023
O: 0.5383 -0.1295 -2.0921  0.172
C: -0.7776 1.8075 -1.4519  0.282
C: -1.8196 1.3548 -0.6156  -0.141
C: -2.9350 2.2520 -0.3880  0.036
N: -1.7247 0.2242 0.0323  0.194
N: -2.9075 -0.1622 0.7852  0.059
C: -2.9831 -1.4709 1.1305  0.070
O: -1.9170 -2.3591 1.0320  0.125
C: -4.1299 -1.9735 1.7750  -0.023
C: -4.4438 -3.3141 1.7893  0.011
C: -5.4902 -3.8106 2.5494  -0.004
C: -6.1856 -3.0424 3.4058  0.007
C: -5.9359 -1.6553 3.4574  -0.004
C: -4.9029 -1.1872 2.6654  0.014
H: 1.8105 1.4850 -3.5262  0.003
H: 0.5055 2.8270 -3.7883  -0.002
H: 0.3777 1.2012 -4.3137  0.004
H: -0.7535 2.9748 -1.8781  -0.033
H: -2.8215 2.9859 -1.1576  -0.004
H: -2.5507 2.8308 0.5451  -0.010
H: -3.9373 1.7543 -0.2405  0.001
H: -4.0015 -4.0648 1.1479  -0.001
H: -5.7005 -4.8914 2.4696  0.000
H: -7.0743 -3.3454 3.8370  0.001
H: -6.6570 -1.1896 4.0867  0.000
H: -4.7183 -0.0808 2.6201  0.001
O: -1.5528 -2.3303 -1.8323  0.569
N: -2.1546 -1.6192 -2.6204  1.044
C: -3.2280 -0.6811 -2.4371  0.203
C: -4.4245 -1.0738 -1.7893  0.008
N: -5.3941 -1.4191 -1.3272  0.080
C: -3.4536 0.2786 -3.5506  0.010
N: -3.6586 1.1009 -4.3461  0.052
N: 1.4347 -2.2352 -0.0802  -0.018
C: 2.3552 -2.5886 -0.6527  0.021
N: 3.4895 -2.8069 -1.3827  0.001
C: 3.3910 -3.1534 -2.7911  0.001
C: 3.0437 -1.9178 -3.6028  0.006
O: 3.8757 -0.7700 -3.2846  -0.001
C: 3.9965 -0.5398 -1.8854  0.012
C: 4.4752 -1.7837 -1.1476  0.001
H: 2.6923 -3.9422 -2.8612  0.000
H: 4.2932 -3.6302 -3.0749  0.000
H: 1.9719 -1.8009 -3.3371  -0.004
H: 2.9944 -2.1419 -4.6713  0.001
H: 3.0793 -0.1588 -1.3871  -0.005
H: 4.6413 0.3950 -1.8757  0.001
H: 4.6126 -1.6855 -0.0395  0.000
H: 5.4289 -2.1359 -1.5294  0.000
C: 1.4689 3.3541 0.6681  0.028
C: 1.4854 2.4271 1.8780  -0.017
C: 1.3264 3.2294 3.1764  0.002
O: 0.4483 1.4421 1.7978  0.038
B: 1.0383 0.4078 0.9495  0.017
O: 2.4136 0.4565 1.0384  0.109
C: 2.7957 1.6023 2.0160  0.020
C: 2.9399 0.8513 3.3537  -0.002
C: 4.1441 2.1492 1.5539  0.000
H: 0.4218 3.6040 0.4454  -0.003
H: 1.9080 2.8545 -0.1971  -0.003
H: 2.1020 4.2358 0.9627  0.000
H: 0.4799 3.8888 3.0390  0.000
H: 2.1698 3.8389 3.3511  0.000
H: 1.1367 2.5626 3.9847  0.000
H: 2.0635 0.2435 3.5087  0.004
H: 3.1319 1.5185 4.2234  0.000
H: 3.6941 0.0710 3.1955  0.000
H: 4.0752 2.4503 0.5010  0.000
H: 4.9691 1.4523 1.7313  0.000
H: 4.2423 3.1463 2.1385  0.000

Forces on the atoms, in the same order (eV/Å):
Ir -1.5 0.7 -0.1
C -0.9 -2.5 -0.2
C 1.0 1.1 0.8
O -0.6 0.9 -0.4
C 0.3 2.1 -2.1
C 1.4 0.5 -0.9
C -0.3 1.4 2.0
N -0.8 -3.7 2.8
N 0.9 -0.5 -1.3
C 7.0 -0.1 -1.8
O -3.3 3.3 -0.1
C -2.5 -0.6 2.7
C -0.2 -1.0 -0.7
C 0.7 -2.0 -0.5
C 0.2 2.4 -0.6
C 0.6 -2.4 -0.8
C 0.0 2.7 -0.4
H 0.4 0.8 0.2
H 0.3 0.1 0.8
H -0.2 0.1 -0.3
H -0.7 -3.3 1.5
H -1.0 0.4 -0.6
H -1.3 -0.9 -0.9
H 1.3 0.8 -0.2
H 0.6 0.5 -0.2
H 0.0 0.6 0.0
H -1.4 -1.1 1.2
H 0.2 1.4 0.2
H 0.0 -1.1 0.2
O 0.6 -0.5 1.1
N -1.5 1.2 -1.3
C 0.1 1.0 -1.8
C 3.4 0.7 -2.0
N -3.3 -1.1 1.9
C 0.6 -1.0 1.6
N 0.2 -0.4 0.3
N -0.6 0.1 0.6
C 2.0 -0.4 -2.0
N -1.1 -0.7 1.6
C 0.1 0.5 0.2
C -1.3 -0.2 0.6
O -1.0 -1.5 -0.4
C 0.5 2.3 0.4
C 0.8 0.9 1.0
H -1.3 -0.6 -0.4
H 1.4 -0.1 -0.2
H 0.4 1.0 0.0
H 0.7 0.4 0.0
H -0.1 -0.6 -0.6
H -0.1 -1.4 0.4
H -0.3 0.4 -1.0
H 0.1 -0.1 -0.3
C 0.6 0.2 0.6
C 0.7 0.3 1.5
C -1.3 -0.3 -1.5
O 1.3 -0.2 -1.4
B -1.4 -0.3 1.3
O 0.8 1.2 0.4
C -0.5 -2.8 -1.4
C 0.1 0.2 -0.3
C -1.3 2.3 0.6
H 0.5 0.2 0.1
H -0.1 0.1 -0.1
H -0.7 -0.5 -0.7
H -0.4 0.2 0.2
H 1.2 0.6 0.3
H -0.1 -0.4 0.7
H -0.7 0.2 0.3
H 0.1 -0.6 -0.6
H 0.4 0.5 0.3
H 0.2 -0.3 0.2
H -0.2 0.3 0.0
H 0.5 -1.6 -0.8